1.
DFT (ωB97M-V/def2-TZVPD) results for the ion C8H14N3OS with charge +1.

Geometry as XYZ:
```
27
Properties=species:S:1:pos:R:3:forces:R:3
H -0.5803 -1.1984 1.4182 1.289 -0.025 2.388
H -1.4147 -2.1868 0.3177 0.174 -1.367 -0.472
C 3.2178 -0.5371 0.1397 -1.255 -1.764 -1.876
H -4.2950 1.4424 1.4177 0.018 -0.386 0.740
C -3.9755 1.2509 0.4144 -0.657 0.076 -0.557
H 2.3144 -0.7117 -1.8436 0.228 1.131 -1.911
O 3.4598 0.8214 0.1399 1.249 0.382 -0.237
C 2.0227 -0.8110 -0.8528 1.002 -1.491 3.232
S -1.6467 1.0420 -0.8851 1.008 -0.670 0.154
C 2.4733 1.4700 0.8084 -2.421 2.358 -0.346
C -0.4960 -0.4206 -0.5802 -1.384 0.381 0.972
H -4.7428 0.7019 -0.1017 -0.926 0.242 -0.261
C -1.2356 -1.1993 0.6297 -1.987 1.869 -1.551
H 0.2432 1.4292 0.9469 -0.399 0.075 0.014
H 0.0218 -1.1284 -2.3929 1.795 1.293 -3.442
H -3.8316 2.2307 -0.0295 0.029 -0.061 -0.378
N 0.9222 -0.0221 -0.3468 -1.445 2.564 1.714
H -1.3391 -1.6680 -1.7700 -0.452 -0.629 -0.421
C -2.8126 0.3614 0.2662 0.179 1.530 0.896
N -0.4240 -1.3196 -1.5894 -1.987 -2.864 1.095
H 1.6629 -1.8390 -0.8005 0.272 -0.109 0.297
H 2.9832 -0.9798 1.0898 -0.430 0.271 0.953
H 4.0544 -1.1299 -0.1755 0.754 0.312 -0.508
C 1.0918 0.9582 0.4884 1.865 -1.186 -0.315
H 2.6460 1.5245 1.8960 -0.231 0.088 -0.175
N -2.5951 -0.6471 0.9815 2.598 -0.402 -0.722
H 2.2754 2.5661 0.4136 1.114 -1.620 0.719
```
Forces are in eV/Å.

For the electronic energy, the calculation gives -25867.3450 eV. Its max |F| is 4.09 eV Å⁻¹. The HOMO-LUMO gap is 8.52 eV. For the highest occupied orbital energy, the calculation gives -12.94 eV. The energy above the lowest of the compared OMol25 structures with the same formula, charge and spin comes out at 27.9 kcal/mol. The SMILES is CC1=NC[C@](N)([N+]2=CCOCC2)S1. As for the net charge: +1. The lowest unoccupied orbital energy comes out at -4.424 eV. Its spin multiplicity is 1.

=====

2.
DFT (ωB97M-V/def2-TZVPD) results for a structure of composition C32H44Cl5N5O8PSW.

Geometry as XYZ:
```
97
Properties=species:S:1:pos:R:3:forces:R:3
H 1.7927 2.1487 5.1080 -0.021 0.003 0.006
Cl -1.3311 4.1693 3.1762 0.062 0.075 -0.074
H 4.1445 -2.8382 -5.3702 0.040 0.006 0.014
O -1.0912 1.5767 1.5710 0.127 -0.581 -0.287
C 0.7122 -3.3143 2.6094 0.072 0.150 -0.066
H 3.1857 4.5890 1.6495 -0.001 -0.021 -0.012
C -2.2578 1.8562 2.1744 -0.595 -0.331 -0.018
Cl -5.6764 -0.1941 2.1630 0.056 -0.041 -0.029
C -3.8058 0.9724 -1.2837 -0.173 0.038 -0.137
C 2.9576 0.0102 3.7944 0.089 0.035 0.044
H -1.9514 1.4889 -3.8279 -0.017 -0.046 -0.022
H 0.3364 4.2917 0.5993 -0.030 -0.010 -0.001
C -3.0783 0.2058 -2.4084 0.216 -0.101 0.201
H 1.7427 4.8090 2.6530 0.012 0.001 0.002
H 2.2314 -0.6932 4.2107 -0.025 0.026 0.001
C -1.4726 -3.3209 1.6328 0.104 0.088 0.239
O 0.0721 0.0636 -3.2530 0.207 0.003 0.106
H -2.3796 -2.7985 1.3548 -0.063 -0.024 -0.027
H 4.3239 -0.1524 -0.5413 0.024 0.015 -0.005
C 1.0810 3.5442 0.3185 0.033 0.042 0.095
O -2.7230 1.6938 -0.6673 -0.248 0.104 0.013
C -4.8020 2.1573 3.2271 0.041 -0.009 0.003
N 0.2614 -2.9780 -2.6979 -0.292 0.034 -0.359
N 2.2900 1.2129 3.2977 -0.204 -0.111 -0.437
H 0.5798 0.9949 4.5299 0.015 -0.029 -0.023
O 1.0939 0.5945 0.9688 -0.855 -0.035 -0.152
W -0.9054 -0.0569 0.5445 0.240 0.546 -1.004
C -1.9456 1.2317 -2.7721 0.204 -0.049 0.296
H 3.5522 -3.9082 -4.0895 0.044 -0.016 -0.018
O -2.8149 -2.1803 -2.4479 0.191 -0.179 0.062
C -2.5422 2.9766 2.9303 0.055 0.140 0.014
H 5.1001 2.5056 1.0357 -0.033 -0.001 -0.008
C -2.2978 2.4002 -1.8425 -0.047 0.090 -0.199
H -0.2637 -3.6140 -6.0306 -0.001 0.006 0.009
Cl -0.0722 -7.0444 1.4468 0.012 -0.079 -0.008
C 1.2928 1.7633 4.2170 0.103 0.039 0.066
C -0.3517 -3.0083 -5.1286 0.177 0.033 0.166
H -1.4038 -2.8803 -4.8978 -0.180 0.036 0.015
H 0.7424 2.5685 3.7399 0.019 -0.010 0.040
H 3.6622 0.2757 4.5853 -0.002 -0.013 0.001
H 0.3350 -0.7730 2.9759 0.069 0.218 -0.277
C 0.3623 -3.6983 -3.9718 -0.077 0.020 -0.122
C 2.7855 -1.8832 -3.9934 0.118 -0.135 -0.146
H 3.4948 -0.4839 2.9881 0.023 0.000 0.045
H -3.6965 4.0538 -1.7988 -0.004 0.007 -0.017
C -4.4999 1.0152 2.4808 -0.188 -0.076 0.048
O -2.7937 -0.1555 1.2307 1.194 -0.015 -0.391
H -1.4673 3.0601 -1.6070 0.018 -0.057 0.063
C -4.6595 2.0853 -1.8933 0.048 -0.017 0.023
H -3.5555 3.2956 -3.3864 0.009 0.016 -0.005
N 3.5865 1.0116 1.0353 -0.403 0.092 0.005
Cl -6.3807 2.3609 3.8609 -0.003 -0.023 -0.008
H 3.1492 -0.8671 -4.1492 -0.028 0.026 -0.023
H 1.4149 -3.8493 -4.2021 -0.144 -0.165 0.119
N 2.3588 -1.9681 -2.5996 0.246 0.129 -0.072
H 1.7226 -5.2061 2.6718 -0.012 -0.028 -0.025
O -0.1770 0.8383 -1.1778 0.274 -0.031 1.021
H -2.1805 -5.2269 0.9344 0.001 0.039 -0.006
H 1.5375 -2.7890 3.0759 -0.004 0.004 0.009
C -0.5478 -1.1271 2.4483 0.263 -0.666 -0.279
C -2.5616 -1.1395 -1.9085 -0.665 0.373 -0.603
C -3.2237 0.8676 1.9719 0.414 0.298 0.245
C 0.8301 -4.6739 2.3729 0.004 -0.048 0.059
H 5.6240 0.8782 1.4958 -0.006 -0.005 0.005
C -1.3694 -4.6776 1.3941 -0.040 -0.108 -0.043
H 2.6517 0.4200 -0.7422 0.030 -0.051 -0.033
H 1.9229 -2.0107 -4.6411 0.160 0.171 0.095
H 2.9773 -1.5403 -1.9296 -0.017 0.065 0.024
P 2.1242 1.4502 1.6767 0.064 0.178 0.296
C -0.4265 -2.6117 2.2335 -0.356 -0.163 -0.055
C -0.5752 0.6566 -2.4241 -0.471 -0.003 -0.410
C -0.2110 -5.3492 1.7587 0.023 0.174 -0.006
C 1.1828 -2.2754 -2.0757 -0.219 -0.011 0.403
C 2.4541 4.0703 2.2759 -0.014 -0.018 0.019
H 2.9700 3.6213 3.1216 0.009 0.086 0.006
S 1.0323 -1.9112 -0.3643 -0.227 0.049 0.540
C 3.6449 0.6913 -0.3901 0.010 0.012 0.027
N 1.7365 3.0469 1.5240 0.084 -0.360 0.022
H 1.8012 4.0129 -0.3606 0.024 -0.018 0.031
H -1.4063 -0.9560 3.1036 -0.098 0.349 -0.242
H 4.6657 1.8451 2.6257 0.091 0.003 -0.018
C 3.8814 -2.8932 -4.3141 -0.113 0.106 -0.005
C -3.5730 3.1036 -2.3147 0.032 -0.027 0.040
H -5.3277 2.5009 -1.1409 0.004 -0.001 -0.003
C 4.8082 1.5988 1.5752 0.009 -0.020 0.022
H 4.0118 1.5410 -0.9755 0.022 0.012 0.046
C -3.8251 3.1290 3.4632 0.056 -0.066 -0.065
O -1.8220 -1.0987 -0.8022 0.527 0.096 1.118
H -4.3108 0.3463 -0.5556 0.034 -0.018 0.044
H 0.0753 -2.0218 -5.3165 -0.113 -0.012 -0.043
H 4.7761 -2.6898 -3.7249 0.011 -0.038 -0.014
H -3.7331 -0.0015 -3.2497 0.043 -0.045 -0.043
H -5.2633 1.7276 -2.7251 -0.015 -0.010 0.004
H -0.0768 -4.6819 -3.8017 0.029 0.004 0.026
Cl -4.1956 4.5189 4.3970 0.006 -0.020 -0.018
H -0.6358 -3.0353 -2.2366 -0.012 -0.061 0.153
H 0.5892 2.7292 -0.1978 -0.067 -0.034 -0.089
```
Forces are in eV/Å.

For the electronic energy, the calculation gives -142290.1137 eV. Its max |F| is 1.26 eV Å⁻¹. The HOMO-LUMO gap is 5.99 eV. For the highest occupied orbital energy, the calculation gives -10.60 eV. The energy above the lowest of the compared OMol25 structures with the same formula, charge and spin comes out at 8.1 kcal/mol. As for the net charge: +1. The lowest unoccupied orbital energy comes out at -4.611 eV. Its spin multiplicity is 1.